Entry 1:
{
  "formula": "C6H5N3O4S",
  "method": "ωB97M-V/def2-TZVPD",
  "elements": ["S", "O", "O", "O", "O", "N", "N", "N", "C", "C", "C", "C", "C", "C", "H", "H", "H", "H", "H"],
  "xyz": [[1.705, -1.185, -1.280], [2.384, -2.405, -1.203], [2.313, 0.030, -0.876], [0.051, -2.690, -0.005], [0.609, -1.183, -2.203], [0.457, -1.404, 0.314], [1.289, -0.121, 1.795], [1.321, -1.263, 1.384], [-1.382, 2.283, 0.532], [-0.324, -0.284, 0.237], [0.315, 0.644, 1.117], [-0.239, 1.940, 1.263], [-1.384, 0.147, -0.556], [-1.893, 1.472, -0.482], [0.757, -3.183, -0.537], [-2.809, 1.864, -0.924], [0.286, 2.658, 1.988], [-1.581, -0.615, -1.330], [-1.875, 3.296, 0.768]],
  "forces_ev_per_a": [[-1.3188, 2.1852, -2.0209], [1.6696, -2.1321, 0.6343], [0.4577, 0.1986, -0.2128], [-0.8455, -0.5702, 0.7222], [0.4878, 0.5103, -0.2428], [0.5266, -2.1914, -1.8561], [0.4231, 2.6366, 1.1717], [0.9570, -2.0173, 0.8984], [0.2961, 1.7798, 0.5948], [-1.3270, 3.9459, 0.8942], [-2.2524, -0.9497, -0.9349], [1.6313, 0.0546, 1.3610], [0.3091, -0.9185, -1.5816], [0.1569, -1.2752, 1.7568], [-0.5183, 1.4123, 0.8729], [0.4010, -0.6775, -0.5963], [-1.1369, -1.1301, -1.1671], [-0.8475, 0.8501, 0.2938], [0.9304, -1.7114, -0.5879]],
  "orbital_gap_ev": 9.1644,
  "smiles": "O=S(=O)([O-])[N@@+]1(O)N=Nc2ccccc21",
  "total_energy_ha": -1094.8929,
  "multiplicity": 1,
  "homo_ev": -10.057
}

Entry 2:
{
  "formula": "C6H5NO",
  "method": "ωB97M-V/def2-TZVPD",
  "elements": ["O", "N", "C", "C", "C", "C", "C", "C", "H", "H", "H", "H", "H"],
  "xyz": [[1.688, -0.959, 0.586], [-1.431, -0.852, 2.102], [0.341, -1.031, -0.012], [0.514, 1.465, -0.639], [-0.750, -1.052, 1.133], [-1.022, -0.023, -1.733], [-0.054, 0.221, -0.856], [0.410, 2.701, -0.325], [-1.227, 1.012, -2.316], [-1.118, -0.990, -2.078], [0.212, -2.000, -0.417], [1.679, -2.023, 0.812], [0.331, 3.945, -0.811]],
  "forces_ev_per_a": [[-2.4251, -4.7160, -0.1639], [2.8841, -1.1993, -4.5115], [-0.2075, 2.1322, 2.8519], [-0.8392, 6.6456, 2.1090], [-1.3069, 1.6049, 3.7286], [1.2233, 5.5202, -1.6048], [0.2518, -3.8642, 0.7578], [0.4197, -0.2822, -3.7980], [-0.3737, -3.0711, 0.8873], [-1.1957, -1.7394, -0.7054], [-0.1212, -0.5634, -1.5176], [1.1665, 4.1246, -0.2627], [0.5240, -4.5919, 2.2294]],
  "orbital_gap_ev": 9.3933,
  "total_energy_ha": -361.3868,
  "multiplicity": 1,
  "homo_ev": -9.623
}

Entry 3:
{
  "formula": "C6H5NO5",
  "method": "ωB97M-V/def2-TZVPD",
  "elements": ["O", "O", "O", "O", "O", "N", "C", "C", "C", "C", "C", "C", "H", "H", "H", "H", "H"],
  "xyz": [[-0.227, 2.847, 0.282], [1.262, 0.008, -0.261], [2.480, -1.076, -1.850], [1.129, -2.190, -0.389], [0.020, -0.474, 1.666], [0.496, 1.452, 3.107], [0.288, 0.588, 2.374], [-1.084, 0.669, -0.239], [-0.554, 2.064, -0.563], [-0.008, -0.302, 0.239], [1.736, -1.103, -0.938], [-0.237, -1.737, -0.289], [-1.514, 0.259, -1.151], [-0.657, -1.744, -1.292], [-0.747, -2.355, 0.439], [-0.504, 2.330, -1.632], [-1.879, 0.763, 0.499]],
  "forces_ev_per_a": [[-0.0629, -0.1087, -0.1225], [-0.0907, 0.4354, -0.4957], [0.3045, 0.0834, 0.3485], [-0.3310, -0.0087, -0.8250], [0.2417, 0.5494, -0.0111], [-0.0170, -0.1776, -0.2393], [0.0093, -0.0385, 0.3951], [0.2008, 0.3673, -0.1306], [0.0650, 0.2201, 0.2797], [-0.8058, -0.9098, -0.3622], [0.0342, -0.2327, 0.4096], [1.0250, 0.0852, 0.8049], [-0.0706, -0.0422, -0.0202], [-0.3526, -0.0415, 0.0784], [-0.2293, -0.0684, -0.1585], [0.0338, -0.0525, -0.0757], [0.0456, -0.0601, 0.1245]],
  "orbital_gap_ev": 10.8216,
  "smiles": "N#CO[C@]1(CC=O)COC(=O)O1",
  "total_energy_ha": -662.5382,
  "multiplicity": 1,
  "homo_ev": -10.597
}

Entry 4:
{
  "formula": "C6H5NOS",
  "method": "ωB97M-V/def2-TZVPD",
  "elements": ["S", "O", "N", "C", "C", "C", "C", "C", "C", "H", "H", "H", "H", "H"],
  "xyz": [[-0.536, -1.219, 2.042], [-0.717, -0.611, -1.725], [-1.684, -2.201, -0.404], [-0.966, -1.483, 0.462], [-0.270, -0.192, -0.547], [1.274, 1.861, 0.026], [0.427, 0.150, 1.644], [-1.433, -1.760, -1.592], [0.488, 0.544, 0.301], [0.419, 2.478, -0.366], [0.864, 0.796, 2.491], [1.813, 2.210, 1.023], [2.011, 1.572, -0.775], [-1.690, -2.144, -2.579]],
  "forces_ev_per_a": [[0.1922, 0.2894, 0.0344], [1.1195, 0.8458, -0.4020], [0.5422, -0.9652, -0.0847], [1.7472, 4.7995, -3.8140], [-3.3811, -6.4995, 4.1658], [-0.3148, -1.3673, 0.3515], [0.3312, 0.9287, 0.9902], [-0.4921, 0.3232, -0.6606], [1.6479, 2.2473, 1.4822], [1.5652, 0.3707, 0.4056], [-0.7160, -1.4377, -1.4806], [-1.3130, -0.4282, -2.4275], [-0.5528, 0.9780, 0.7686], [-0.3759, -0.0847, 0.6709]],
  "orbital_gap_ev": 8.2953,
  "smiles": "Cc1csc2ncoc12",
  "total_energy_ha": -759.6896,
  "multiplicity": 1,
  "homo_ev": -7.740
}

Entry 5:
{
  "formula": "C6H6",
  "method": "ωB97M-V/def2-TZVPD",
  "elements": ["C", "C", "C", "C", "C", "C", "H", "H", "H", "H", "H", "H"],
  "xyz": [[-0.235, 1.142, -0.997], [-0.794, 0.527, 1.542], [0.112, 1.369, -2.330], [-0.380, 0.649, 0.142], [0.773, -1.139, -0.556], [0.684, 0.209, -2.168], [-1.514, 1.321, 1.768], [0.050, 0.629, 2.233], [0.574, -1.226, 0.512], [-1.291, -0.431, 1.732], [0.183, -1.845, -1.130], [1.838, -1.205, -0.749]],
  "forces_ev_per_a": [[-0.1302, -0.2048, 0.6348], [0.0120, -0.0270, 0.0395], [0.1444, -0.3046, 0.0614], [-0.0021, 0.2095, -0.3055], [0.0353, -0.2207, 0.1641], [-0.0140, 0.2296, -0.2787], [0.0894, -0.0990, -0.0335], [-0.1095, -0.0156, -0.1090], [-0.0078, 0.1191, -0.1632], [0.0662, 0.1331, -0.0453], [0.0907, 0.1423, 0.0479], [-0.1745, 0.0381, -0.0126]],
  "orbital_gap_ev": 8.2366,
  "total_energy_ha": -231.8819,
  "multiplicity": 1,
  "homo_ev": -8.715
}

Entry 6:
{
  "formula": "C6H6",
  "method": "ωB97M-V/def2-TZVPD",
  "elements": ["C", "C", "C", "C", "C", "C", "H", "H", "H", "H", "H", "H"],
  "xyz": [[-0.017, 2.185, 2.362], [0.044, -0.865, -0.754], [-0.198, 2.066, 1.069], [-0.290, 1.560, -0.107], [0.050, -1.914, -1.805], [-0.177, 0.422, -0.693], [-0.839, 2.014, 3.053], [0.976, 2.354, 2.770], [1.041, -2.380, -1.834], [-0.666, -2.694, -1.523], [-0.201, -1.533, -2.794], [0.277, -1.215, 0.257]],
  "forces_ev_per_a": [[-0.0310, 0.0962, -0.0730], [-0.0253, 0.1549, 0.0304], [0.0169, -0.1364, -0.0401], [0.1143, -0.3064, 0.3816], [-0.0282, -0.0418, -0.1628], [0.0557, -0.0941, 0.2507], [0.0822, 0.2165, -0.0749], [-0.1644, 0.1783, -0.0337], [-0.1371, 0.0137, -0.1195], [0.0805, 0.0496, -0.1655], [0.0211, -0.0188, 0.0650], [0.0153, -0.1117, -0.0581]],
  "orbital_gap_ev": 8.9746,
  "smiles": "C=C=C=C=CC",
  "total_energy_ha": -232.0525,
  "multiplicity": 1,
  "homo_ev": -8.622
}

Entry 7:
{
  "formula": "C6H6",
  "method": "ωB97M-V/def2-TZVPD",
  "elements": ["C", "C", "C", "C", "C", "C", "H", "H", "H", "H", "H", "H"],
  "xyz": [[-0.982, 0.025, -1.008], [0.616, 1.169, 0.379], [0.328, -1.215, 0.614], [-0.328, 1.214, -0.613], [0.996, -0.029, 0.942], [-0.652, -1.200, -0.396], [0.667, -2.107, 1.128], [1.149, 2.061, 0.697], [-0.636, 2.173, -1.023], [1.810, -0.037, 1.665], [-1.187, -2.090, -0.617], [-1.781, 0.034, -1.768]],
  "forces_ev_per_a": [[0.0816, -0.1829, 0.1886], [0.9093, 0.4128, 0.0883], [0.4050, 0.6359, -0.4803], [-1.3141, -0.6300, -0.5090], [-0.2149, -0.7993, 0.3099], [0.6267, 1.4776, 0.8365], [-0.3614, -0.1794, -0.2255], [-0.2107, 0.0527, -0.1211], [0.0927, -0.2082, -0.1141], [-0.2435, -0.0920, -0.0397], [-0.3391, -0.6154, -0.3692], [0.5685, 0.1283, 0.4356]],
  "orbital_gap_ev": 10.5149,
  "smiles": "c1ccccc1",
  "total_energy_ha": -232.2224,
  "multiplicity": 1,
  "homo_ev": -9.323
}

Entry 8:
{
  "formula": "C6H6",
  "method": "ωB97M-V/def2-TZVPD",
  "elements": ["C", "C", "C", "C", "C", "C", "H", "H", "H", "H", "H", "H"],
  "xyz": [[-1.553, 0.683, 0.237], [1.318, -0.167, -1.269], [2.227, 0.883, -0.635], [2.471, -0.012, 0.290], [0.558, -0.632, -0.354], [-0.839, -0.675, 0.112], [-0.975, -1.270, 1.018], [-2.608, 0.517, 0.483], [-1.120, 1.300, 1.030], [-1.305, -1.238, -0.707], [-1.514, 1.248, -0.699], [3.339, -0.637, 0.493]],
  "forces_ev_per_a": [[0.0296, 0.0623, -0.0078], [-0.4038, -0.1989, 0.5278], [0.5577, -0.0426, 0.2305], [0.2282, 0.6552, -0.2301], [-0.2497, 0.1247, -0.5968], [-0.1080, -0.1419, 0.0186], [0.1817, 0.0534, -0.1008], [0.2293, -0.0300, -0.0190], [0.0199, -0.1136, -0.1235], [-0.1099, -0.0823, 0.1210], [0.1034, -0.1304, 0.1317], [-0.4783, -0.1558, 0.0483]],
  "orbital_gap_ev": 8.9823,
  "total_energy_ha": -231.9366,
  "multiplicity": 1,
  "homo_ev": -8.703
}

Repeat the eighth record exactly.
{
  "formula": "C6H6",
  "method": "ωB97M-V/def2-TZVPD",
  "elements": ["C", "C", "C", "C", "C", "C", "H", "H", "H", "H", "H", "H"],
  "xyz": [[-1.553, 0.683, 0.237], [1.318, -0.167, -1.269], [2.227, 0.883, -0.635], [2.471, -0.012, 0.290], [0.558, -0.632, -0.354], [-0.839, -0.675, 0.112], [-0.975, -1.270, 1.018], [-2.608, 0.517, 0.483], [-1.120, 1.300, 1.030], [-1.305, -1.238, -0.707], [-1.514, 1.248, -0.699], [3.339, -0.637, 0.493]],
  "forces_ev_per_a": [[0.0296, 0.0623, -0.0078], [-0.4038, -0.1989, 0.5278], [0.5577, -0.0426, 0.2305], [0.2282, 0.6552, -0.2301], [-0.2497, 0.1247, -0.5968], [-0.1080, -0.1419, 0.0186], [0.1817, 0.0534, -0.1008], [0.2293, -0.0300, -0.0190], [0.0199, -0.1136, -0.1235], [-0.1099, -0.0823, 0.1210], [0.1034, -0.1304, 0.1317], [-0.4783, -0.1558, 0.0483]],
  "orbital_gap_ev": 8.9823,
  "total_energy_ha": -231.9366,
  "multiplicity": 1,
  "homo_ev": -8.703
}

Look up the multiplicity of the first one. 1